1.
A structure of composition C32H40N5OP2V, computed with ωB97M-V/def2-TZVPD.

The geometry in XYZ format:
```
81
Properties=species:S:1:pos:R:3:lowdin_charge:R:1
V 0.342 -0.078 3.853 1.00
C -1.217 1.684 3.714 -0.13
C -1.436 0.662 2.777 -0.14
C -0.805 0.487 1.436 -0.21
C 0.494 -0.321 1.307 -0.16
C 1.660 0.261 2.058 -0.12
C 1.674 1.456 2.766 -0.11
C 0.810 2.658 2.525 -0.14
C -0.328 2.853 3.564 -0.15
C 0.947 -2.080 4.505 -0.12
H -1.993 1.802 4.470 0.13
H -2.377 0.127 2.916 0.14
H -0.704 1.451 0.934 0.09
H -1.561 -0.038 0.829 0.13
H 0.285 -1.375 1.613 0.14
H 0.758 -0.374 0.225 0.14
H 2.569 -0.337 2.019 0.14
H 2.566 1.659 3.362 0.14
H 0.396 2.707 1.503 0.13
H 1.450 3.557 2.586 0.15
H 0.117 3.112 4.545 0.13
H -0.920 3.740 3.264 0.16
H 0.675 -2.229 5.575 0.01
H 2.053 -2.110 4.471 0.02
H 0.561 -2.945 3.935 0.02
P 1.477 -1.198 -3.113 1.06
P -1.836 -0.742 -2.686 1.06
N 2.910 -0.127 -3.251 -0.27
N 2.056 -2.445 -4.224 -0.27
N -1.946 1.024 -2.626 -0.26
N -3.469 -1.078 -3.366 -0.28
C 0.442 -0.334 -4.385 -0.41
C -1.010 -0.825 -4.365 -0.40
C 3.535 0.495 -2.160 -0.17
C 4.575 1.282 -2.637 -0.10
C 4.578 1.173 -4.062 -0.07
C 3.524 0.341 -4.414 -0.13
C 2.166 -3.789 -3.839 -0.15
C 2.715 -4.509 -4.894 -0.08
C 2.881 -3.606 -5.989 -0.07
C 2.419 -2.364 -5.570 -0.15
C -1.733 1.776 -1.468 -0.16
C -1.905 3.119 -1.755 -0.08
C -2.188 3.215 -3.146 -0.06
C -2.162 1.927 -3.667 -0.14
C -4.254 -0.384 -4.295 -0.14
C -5.316 -1.192 -4.686 -0.07
C -5.165 -2.447 -4.011 -0.09
C -4.026 -2.364 -3.226 -0.17
H 0.856 -0.400 -5.406 0.07
H 0.513 0.732 -4.127 0.08
H -1.566 -0.292 -5.156 0.08
H -1.058 -1.895 -4.631 0.09
H 3.163 0.326 -1.161 0.06
H 5.238 1.896 -2.051 0.09
H 5.245 1.652 -4.760 0.10
H 3.152 0.060 -5.389 0.09
H 1.804 -4.099 -2.872 0.09
H 2.971 -5.556 -4.891 0.10
H 3.277 -3.820 -6.968 0.10
H 2.273 -1.462 -6.153 0.09
H -1.458 1.270 -0.570 0.03
H -1.807 3.935 -1.056 0.09
H -2.369 4.112 -3.710 0.10
H -2.250 1.575 -4.689 0.10
H -3.996 0.610 -4.626 0.08
H -6.094 -0.919 -5.379 0.10
H -5.816 -3.298 -4.103 0.09
H -3.531 -3.092 -2.605 0.09
O 0.608 0.436 5.561 -0.25
N 0.162 0.456 6.839 -0.10
C -1.123 0.106 7.126 0.03
C -1.576 0.197 8.441 0.01
C -0.668 0.414 9.479 0.01
C 0.663 0.713 9.152 0.01
C 1.046 0.821 7.821 0.05
H -1.776 -0.243 6.320 0.15
H -2.652 0.152 8.648 0.14
H -0.992 0.369 10.525 0.14
H 1.415 0.856 9.930 0.14
H 2.065 1.111 7.547 0.16
```

Values from the calculation:
spin multiplicity: 3
expectation value of S²: 2.05
HOMO-LUMO gap (alpha / beta): 0.1314 / 0.1379 Ha
charge: +2

2.
A structure of composition C32H40N7O2S10Tm, computed with ωB97M-V/def2-TZVPD.

The geometry in XYZ format:
```
92
Properties=species:S:1:pos:R:3:lowdin_charge:R:1
Tm -0.245 -1.502 0.060 0.97
C -2.915 2.102 1.923 -0.49
C -1.670 2.223 2.795 -0.55
S -1.169 0.676 3.599 0.82
C -2.424 0.550 4.915 -0.53
C -2.227 -0.772 5.656 -0.55
S -2.226 -2.256 4.599 0.84
C -3.982 -2.261 4.146 -0.53
C -4.252 -3.148 2.938 -0.51
S -3.488 -2.644 1.362 0.79
C -4.696 -1.439 0.747 -0.51
C -4.510 -0.027 1.278 -0.52
S -2.939 0.711 0.722 0.82
H -3.076 3.021 1.359 0.08
H -3.781 1.941 2.563 0.06
H -1.852 2.977 3.564 0.08
H -0.808 2.532 2.208 0.02
H -3.425 0.620 4.483 0.05
H -2.293 1.383 5.608 0.08
H -2.985 -0.901 6.429 0.08
H -1.246 -0.786 6.131 0.07
H -4.298 -1.240 3.944 0.05
H -4.550 -2.638 4.999 0.08
H -5.326 -3.206 2.759 0.08
H -3.878 -4.157 3.118 0.07
H -5.689 -1.813 0.999 0.08
H -4.594 -1.453 -0.339 0.06
H -4.520 -0.025 2.365 0.05
H -5.319 0.612 0.920 0.09
C 2.919 -6.129 -1.847 0.00
C 1.970 -6.128 -0.709 -0.33
N 1.847 -7.029 0.203 0.13
N 0.858 -6.550 1.023 0.04
C 0.361 -5.365 0.645 -0.78
S -0.848 -4.440 1.316 0.61
N 1.070 -5.099 -0.488 -0.09
N 0.923 -3.906 -1.168 0.06
H 3.464 -7.068 -1.867 0.09
H 3.627 -5.305 -1.749 0.09
H 2.385 -6.004 -2.790 0.08
H 0.617 -7.046 1.862 0.15
H 1.784 -3.369 -1.147 0.05
H 0.626 -4.054 -2.126 0.12
S 6.055 1.575 2.944 0.49
C 4.655 0.892 2.420 -1.52
S 4.368 -0.812 2.366 0.89
C 2.749 -0.774 1.692 -1.14
C 2.249 0.452 1.459 -1.08
S 0.718 0.848 0.731 0.56
S 3.295 1.799 1.862 0.89
S 1.965 -2.302 1.390 0.48
C 2.286 7.187 -1.143 -0.05
C 1.786 6.228 -2.192 -0.23
C 1.294 6.717 -3.395 -0.06
C 0.829 5.857 -4.377 -0.09
C 0.892 4.491 -4.170 -0.03
C 1.388 3.980 -2.972 -0.20
N 1.392 2.567 -2.834 0.11
C 2.464 1.793 -2.465 -0.19
C 3.766 2.316 -2.479 -0.02
C 4.843 1.547 -2.093 -0.07
C 4.674 0.221 -1.706 -0.08
C 3.405 -0.317 -1.720 -0.03
C 2.289 0.438 -2.096 -0.10
C 0.954 -0.188 -1.989 -0.65
O -0.111 0.440 -2.155 -0.07
O 0.897 -1.455 -1.693 -0.25
C 1.810 4.846 -1.953 -0.16
C 2.241 4.319 -0.613 -0.04
H 2.308 8.204 -1.531 0.07
H 3.295 6.920 -0.820 0.09
H 1.651 7.179 -0.253 0.08
H 1.272 7.788 -3.562 0.11
H 0.442 6.249 -5.309 0.10
H 0.572 3.797 -4.936 0.11
H 0.496 2.114 -2.713 0.11
H 3.910 3.345 -2.782 0.12
H 5.832 1.990 -2.074 0.11
H 5.519 -0.373 -1.382 0.10
H 3.249 -1.339 -1.403 0.10
H 1.822 3.330 -0.431 0.04
H 1.912 4.979 0.191 0.08
H 3.328 4.230 -0.537 0.09
N -3.104 -2.087 -3.312 0.08
C -3.404 -3.323 -2.775 -0.07
C -2.821 -3.342 -1.549 -0.19
N -2.172 -2.140 -1.334 -0.08
C -2.367 -1.410 -2.417 -0.17
H -3.353 -1.759 -4.228 0.16
H -3.994 -4.053 -3.301 0.11
H -2.818 -4.118 -0.801 0.05
H -1.948 -0.428 -2.572 0.12
```

Values from the calculation:
spin multiplicity: 3
expectation value of S²: 2.00
HOMO-LUMO gap (alpha / beta): 0.2265 / 0.2267 Ha

Respective E values: -87574.763 -186246.599 eV.